(i)
Formula: CH2N2OS
Source: OMol25
Level of theory: ωB97M-V/def2-TZVPD

Cartesian coordinates (Å):
N  -1.7224  0.4602  1.5940
C  -1.0751  -0.0958  0.8419
S  0.1100  -0.3454  -0.3793
N  0.7544  1.0112  -0.4520
O  -0.6396  -0.9168  -1.5102
H  0.8441  -1.3356  0.1074
H  1.7287  1.2221  -0.2019

Values from the calculation:
- HOMO energy: -11.00 eV
- Frontier orbital gap: 10.946 eV

(ii)
Formula: CH2N2OS
Source: OMol25
Level of theory: ωB97M-V/def2-TZVPD

Cartesian coordinates (Å):
O  0.6180  0.2824  0.3582
N  1.6504  -0.3392  0.1085
S  3.1240  0.2293  -0.0945
H  1.5418  -1.3724  0.0259
C  -2.2102  0.6561  -0.0464
N  -3.0789  -0.0807  -0.0482
H  -1.3907  1.3226  -0.0460

Values from the calculation:
- HOMO energy: -10.22 eV
- Frontier orbital gap: 8.668 eV

The structure with the least stability is (i).